# 1
A cluster of 5 separate species, C2H14N2O4 in total at a distorted geometry. Source: the Open Molecules 2025 dataset; level of theory: wB97M-V/def2-TZVPD.

```
22
Properties=species:S:1:pos:R:3:forces:R:3
C -1.3344 1.4533 -0.0228 -0.07 0.08 1.02
N -0.9869 1.1579 -1.4168 2.16 0.10 0.84
C 0.2672 1.8938 -1.8671 -0.61 -0.33 0.82
N 1.2284 1.7309 -0.8722 -0.16 0.58 -1.54
H -0.6009 1.0979 0.6945 -0.08 -0.12 -0.11
H -2.2287 0.9144 0.2837 -0.18 -0.01 -0.45
H -1.4474 2.5187 0.1764 -0.20 0.15 -0.43
H -0.6050 0.2044 -1.3959 -1.39 -0.80 -0.01
H 0.6165 1.2631 -2.7118 -0.07 0.28 -0.19
H -0.0116 2.9264 -2.1151 0.57 -0.08 -0.44
H -1.0856 -1.3645 0.6337 -0.46 -0.05 -0.10
H -1.2167 -2.3512 -0.6099 0.18 -0.49 0.02
O -1.1751 -1.4316 -0.3714 0.08 0.60 -0.21
H 0.3522 -0.5304 1.7545 0.20 0.38 -0.02
H -1.1630 -1.1849 2.9162 -0.10 -0.07 -0.13
O -1.2006 -0.7415 2.0611 0.53 0.07 0.11
H 1.7814 2.6023 -0.8752 -0.16 0.07 0.73
H 1.3399 0.3586 0.8476 -0.07 -0.02 -0.13
O 1.3314 -0.3457 1.4982 -0.28 -0.19 0.34
H 2.4460 -3.0987 0.5679 0.26 -0.12 0.20
H 1.5301 -1.8533 0.6062 0.25 -0.62 -0.34
O 1.7097 -2.6983 0.1119 -0.40 0.60 0.02
```
Positions in Å, forces in eV/Å.

As for the total energy: -13464.0437 eV. The lowest unoccupied orbital energy comes out at -5.35 eV. The relative energy (zero: lowest compared OMol25 entry of this formula, charge and spin) comes out at 754.65 kJ/mol. Its HOMO-LUMO gap is 3.279 eV.

# 2
The molecule C5H5PS at a distorted geometry. Source: the Open Molecules 2025 dataset; level of theory: wB97M-V/def2-TZVPD.

```
12
Properties=species:S:1:pos:R:3:forces:R:3
C -1.1784 1.3404 -0.7091 0.53 0.42 0.16
C -1.8316 0.1157 -0.9547 -0.03 -1.62 -0.20
C 0.0240 -1.6147 0.2174 -0.53 3.14 -1.30
C 0.0973 1.6185 -0.2401 -0.11 -2.20 0.38
C 2.1807 0.0594 1.2706 -0.93 0.04 -0.88
P 0.8087 0.0246 0.3366 0.77 -0.61 1.09
S -1.3947 -1.5059 -0.7468 0.30 1.14 0.61
H -1.7588 2.2101 -1.0097 -0.12 -0.03 -0.07
H -2.7810 0.1453 -1.4727 -0.10 -0.07 -0.02
H 0.5319 -2.5572 0.2605 0.05 -0.28 0.06
H 2.6411 -0.8425 1.6270 0.04 -0.17 0.14
H 2.6607 1.0063 1.4210 0.14 0.22 0.03
```
Positions in Å, forces in eV/Å.

As for the total energy: -25384.4040 eV. The lowest unoccupied orbital energy comes out at -1.09 eV. The relative energy (zero: lowest compared OMol25 entry of this formula, charge and spin) comes out at 362.03 kJ/mol. Its HOMO-LUMO gap is 6.428 eV.

# 3
A structure of composition C3H6N2S3 at a distorted geometry. Source: the Open Molecules 2025 dataset; level of theory: wB97M-V/def2-TZVPD.

```
14
Properties=species:S:1:pos:R:3:forces:R:3
C 0.2350 0.7893 -0.4983 2.29 0.98 -2.17
C -0.3777 -0.3252 -0.0411 -3.23 1.90 2.06
C -1.8152 -0.0596 0.4329 0.31 -0.62 0.50
N 1.5554 0.6018 -1.1082 -3.63 1.15 -1.31
N 2.5592 0.0889 -0.4969 3.05 -0.62 3.05
S -0.4442 2.3232 -0.6828 0.45 -0.41 0.03
S 2.8978 -1.4782 -0.3085 -0.01 -1.00 -0.24
S 3.4886 1.0860 0.6856 0.21 -0.02 0.14
H 0.1131 -1.1792 0.3095 0.84 -1.33 -0.17
H -2.3449 -1.0426 0.3731 0.01 0.98 0.23
H -2.2431 0.7318 -0.2435 0.09 -1.06 0.96
H -1.8201 0.3327 1.5337 -0.04 -0.76 -1.93
H 1.8496 1.3823 -1.6357 -0.07 1.16 -0.74
H 2.8714 2.2912 0.6568 -0.28 -0.34 -0.42
```
Positions in Å, forces in eV/Å.

As for the spin multiplicity: 3. As for the total energy: -38689.3898 eV. The lowest unoccupied orbital energy (alpha / beta) comes out at 0.29 / -2.39 eV. The relative energy (zero: lowest compared OMol25 entry of this formula, charge and spin) comes out at 10.77 kJ/mol. Its HOMO-LUMO gap (alpha / beta) is 8.456 / 6.547 eV.

# 4
A cluster of 9 separate species, C47H67BF24N2O20 in total at a distorted geometry. Source: the Open Molecules 2025 dataset; level of theory: wB97M-V/def2-TZVPD.

```
161
Properties=species:S:1:pos:R:3:forces:R:3
C -0.8388 7.0972 -2.4480 -0.12 -0.13 0.86
C -2.2292 6.2491 -2.5407 0.53 0.65 0.02
C -2.0469 4.8486 -3.3675 -0.57 1.44 1.16
C -2.9632 3.7588 -2.6242 -0.77 -0.23 -0.73
C -2.4697 2.2367 -2.7657 -0.04 0.36 0.13
C -0.9033 2.0023 -2.5547 0.46 -1.02 -0.22
N -0.3343 0.8856 -3.2884 2.03 4.43 3.81
C 1.0836 0.8951 -2.9522 -0.28 1.75 1.13
O 1.8623 -0.0877 -3.5988 -1.26 1.53 1.87
C 2.7825 -0.7758 -2.7149 1.49 -1.10 0.64
C 2.1374 -1.4143 -1.3985 0.55 -0.56 -0.03
C 1.3402 -2.8005 -1.6404 0.38 -0.10 1.75
C 0.2227 -2.8905 -0.4545 0.63 0.66 -0.33
C 1.3930 2.0437 -1.9825 -2.85 -2.67 -3.44
B 2.8559 2.4224 -1.3836 1.51 0.64 0.73
O 3.7824 3.3607 -1.9549 -2.64 -0.94 0.88
C 3.3746 1.6493 -0.0231 0.53 -0.54 -0.44
C 3.5436 2.7699 1.1422 -0.12 -0.12 -0.75
N 0.0747 2.6825 -1.7656 -0.50 -3.81 -3.23
C -0.1748 3.8391 -0.8712 1.25 7.38 4.35
O -1.1541 3.9217 -0.0604 1.97 -2.32 -3.36
O 0.7424 4.8978 -0.8601 -2.74 -6.09 -1.65
H 0.0707 6.4836 -2.8164 -1.59 1.14 0.48
H -0.6348 7.2953 -1.3270 -0.21 -0.32 -1.88
H -0.9145 8.1193 -2.9521 0.17 -1.51 0.43
H -3.0454 6.9227 -3.0160 1.29 -1.24 0.65
H -2.5570 6.0648 -1.4508 0.50 -0.05 -1.81
H -0.9265 4.6228 -3.3539 -1.61 0.04 -0.03
H -2.3817 5.0805 -4.4466 0.57 -0.81 1.62
H -4.0046 3.8093 -3.1342 1.63 -0.26 0.82
H -3.1719 4.0013 -1.5151 0.88 -0.33 -1.85
H -2.7402 1.8241 -3.8135 0.75 0.81 1.67
H -3.0935 1.6074 -2.0289 1.29 0.81 -0.92
H -0.8888 0.2866 -3.9111 0.69 0.43 0.45
H 3.2195 -1.6588 -3.3263 -0.90 1.55 0.78
H 3.6981 -0.0941 -2.5062 -1.65 -0.90 -0.05
H 3.0267 -1.6836 -0.7032 -1.40 0.61 -1.11
H 1.4720 -0.7145 -0.7890 0.94 -0.64 -1.18
H 2.0896 -3.6509 -1.3971 -1.21 1.28 -0.95
H 0.8955 -2.9130 -2.6871 0.63 0.17 1.51
H 0.0770 -3.9463 -0.0492 -0.09 1.43 -0.84
H -0.7250 -2.3905 -0.8504 1.04 -0.94 0.79
H 0.5969 -2.2550 0.4368 -0.60 -1.04 -1.38
H 3.2991 4.1356 -2.3236 0.35 -0.78 0.03
H 2.6788 0.7800 0.2769 1.04 1.51 -0.28
H 4.4025 1.1508 -0.2338 -1.55 0.88 0.29
H 2.6789 2.6239 1.8754 1.36 0.58 -0.93
H 4.5591 2.6819 1.6622 -1.58 0.04 -0.65
H 3.5027 3.7947 0.6108 -0.06 -1.49 1.29
C -9.2818 6.9144 -2.0548 -0.02 0.18 -0.32
C -7.9544 6.2176 -1.8277 -0.47 0.16 0.67
O -7.3391 5.8798 -3.0811 0.81 0.29 -0.85
C -6.6498 6.8705 -3.6871 -0.86 0.36 1.86
O -6.5342 7.9844 -3.2450 0.22 -0.78 -0.89
C -6.0082 6.3621 -4.9753 0.84 -0.55 -1.71
F -6.8528 5.6122 -5.7175 0.00 0.31 0.53
F -4.9302 5.5873 -4.7295 -0.49 0.35 0.32
F -5.5863 7.3588 -5.7772 -0.35 -0.14 0.72
H -9.9308 6.3061 -2.6900 0.04 -0.05 0.16
H -9.7877 7.0994 -1.1050 0.08 -0.05 -0.06
H -9.1419 7.8705 -2.5648 0.04 -0.03 0.15
H -8.1193 5.2781 -1.2957 0.18 -0.05 -0.33
H -7.2815 6.8217 -1.2131 0.03 0.00 -0.30
C 1.0528 -6.1464 5.3568 0.08 -0.26 -0.24
C 1.5901 -4.7834 4.9660 -0.61 -0.03 0.58
O 2.7437 -4.9175 4.1204 0.41 -0.01 -1.18
C 2.4954 -5.1309 2.8106 -1.51 0.28 1.36
O 1.3923 -5.2154 2.3343 1.12 -0.02 -0.18
C 3.8025 -5.2013 2.0253 1.68 -0.22 -1.13
F 4.7372 -5.9577 2.6406 -0.64 0.22 0.05
F 4.3532 -3.9800 1.8532 -0.56 -0.25 0.31
F 3.6437 -5.7229 0.7940 -0.43 0.22 0.69
H 1.8394 -6.7523 5.8137 -0.06 0.14 0.08
H 0.2264 -6.0470 6.0634 0.08 0.04 -0.05
H 0.6962 -6.6944 4.4814 -0.07 0.13 0.06
H 1.9168 -4.2477 5.8599 0.27 -0.04 -0.25
H 0.8231 -4.1700 4.4853 0.19 -0.15 -0.17
C 6.6718 -7.5433 4.4327 -0.20 0.16 0.24
C 7.9654 -7.9456 5.1136 -0.20 -0.36 -0.73
O 8.2032 -7.1287 6.2709 -0.10 0.07 1.22
C 7.5612 -7.5001 7.3992 -0.18 -1.09 -1.73
O 6.8218 -8.4478 7.4781 0.50 0.91 0.51
C 7.9432 -6.5804 8.5561 0.32 1.20 1.58
F 7.9382 -5.2757 8.2051 -0.08 -0.85 -0.26
F 9.1835 -6.8449 9.0220 -0.38 -0.23 -0.50
F 7.1108 -6.6924 9.6081 0.16 -0.30 -0.79
H 6.6773 -6.4761 4.1986 0.11 -0.13 -0.07
H 6.5300 -8.1080 3.5089 0.06 0.04 0.07
H 5.8125 -7.7223 5.0835 0.08 -0.10 -0.07
H 8.8045 -7.7799 4.4344 0.04 0.19 0.32
H 7.9696 -9.0068 5.3774 -0.07 0.20 0.21
C -8.4571 8.1714 -7.8067 -0.35 0.13 0.01
C -7.4158 9.0562 -8.4637 0.26 -0.55 0.55
O -8.0111 9.8564 -9.4974 -0.45 1.06 -0.27
C -8.6293 10.9857 -9.0892 0.94 -1.18 1.34
O -8.7061 11.3388 -7.9402 -0.25 0.17 -1.11
C -9.1681 11.7613 -10.2885 -0.89 1.04 -1.52
F -9.7939 10.9648 -11.1817 0.33 -0.01 0.58
F -8.1821 12.3914 -10.9634 -0.05 -0.41 0.54
F -10.0572 12.7094 -9.9374 0.53 -0.60 0.31
H -8.9773 7.5691 -8.5560 0.16 -0.03 0.03
H -7.9925 7.5057 -7.0773 0.00 0.07 -0.12
H -9.2159 8.7694 -7.2961 0.15 0.00 0.03
H -6.6574 8.4349 -8.9450 -0.16 0.23 -0.23
H -6.9005 9.6841 -7.7319 -0.22 0.10 -0.14
C -6.9545 -1.7219 -5.6850 0.15 -0.03 0.31
C -5.7511 -1.7994 -6.6040 -0.86 -0.12 -0.36
O -4.5616 -1.3738 -5.9182 1.12 -0.34 0.66
C -3.9591 -2.3029 -5.1464 -1.84 -0.46 -1.17
O -4.3571 -3.4301 -5.0058 0.87 0.84 0.30
C -2.6877 -1.7327 -4.5232 1.44 0.12 0.91
F -2.8658 -0.4858 -4.0229 -0.27 -0.44 -0.31
F -1.6818 -1.6404 -5.4212 -0.57 -0.05 0.05
F -2.2217 -2.4828 -3.5086 -0.59 0.17 -0.61
H -7.0506 -0.7182 -5.2624 -0.03 -0.01 -0.16
H -7.8702 -1.9675 -6.2267 0.10 0.00 0.01
H -6.8532 -2.4127 -4.8453 -0.02 -0.02 -0.18
H -5.8883 -1.1182 -7.4466 0.33 0.08 0.19
H -5.6243 -2.8030 -7.0188 0.17 0.08 0.25
C 8.0919 -2.4642 8.8614 -0.37 0.24 -0.02
C 9.1343 -1.5672 8.2235 0.26 -0.56 0.57
O 8.5509 -0.7833 7.1703 -0.47 1.08 -0.29
C 7.9055 0.3385 7.5557 0.93 -1.18 1.36
O 7.7959 0.6984 8.7001 -0.22 0.17 -1.12
C 7.3828 1.0971 6.3383 -0.88 1.02 -1.54
F 6.7910 0.2843 5.4364 0.31 -0.01 0.58
F 8.3744 1.7382 5.6823 -0.05 -0.40 0.54
F 6.4708 2.0330 6.6615 0.54 -0.60 0.32
H 7.6005 -3.0782 8.1048 0.18 0.09 0.06
H 8.5495 -3.1180 9.6064 0.01 0.07 -0.10
H 7.3116 -1.8753 9.3497 0.16 0.02 0.05
H 9.9135 -2.1800 7.7650 -0.16 0.22 -0.24
H 9.6221 -0.9264 8.9631 -0.21 0.11 -0.16
C -14.0657 -3.2972 -6.0443 0.22 -0.27 0.08
C -13.5108 -1.9183 -5.7445 -0.64 -0.06 -0.52
O -12.5392 -1.9823 -4.6883 1.22 -0.06 0.24
C -11.2906 -2.3418 -5.0543 -1.51 0.21 -1.35
O -10.9645 -2.6061 -6.1840 0.32 0.12 1.09
C -10.3544 -2.3185 -3.8490 1.22 -0.19 1.70
F -10.9000 -2.8927 -2.7563 -0.12 0.16 -0.69
F -10.0248 -1.0581 -3.4911 -0.36 -0.27 -0.51
F -9.1957 -2.9653 -4.0783 -0.78 0.21 -0.34
H -14.4637 -3.7564 -5.1358 -0.07 0.14 -0.07
H -14.8613 -3.2389 -6.7899 0.06 0.05 0.07
H -13.2851 -3.9619 -6.4218 -0.06 0.12 -0.07
H -14.3144 -1.2678 -5.3927 0.28 -0.03 0.25
H -13.0861 -1.4514 -6.6374 0.18 -0.14 0.19
C 13.6596 -7.6230 11.8937 -0.34 0.12 -0.02
C 14.7036 -6.7278 11.2551 0.24 -0.55 0.54
O 14.1228 -5.9466 10.1991 -0.46 1.06 -0.30
C 13.4770 -4.8237 10.5808 0.91 -1.16 1.39
O 13.3654 -4.4614 11.7240 -0.22 0.17 -1.13
C 12.9568 -4.0677 9.3609 -0.82 0.95 -1.62
F 12.3666 -4.8807 8.4588 0.29 0.00 0.61
F 13.9483 -3.4280 8.7038 -0.06 -0.39 0.57
F 12.0438 -3.1302 9.6797 0.48 -0.55 0.34
H 13.1687 -8.2402 11.1369 0.16 -0.02 0.04
H 14.1159 -8.2750 12.6414 0.01 0.06 -0.08
H 12.8789 -7.0326 12.3790 0.15 -0.02 0.04
H 15.4838 -7.3413 10.7991 -0.16 0.23 -0.25
H 15.1901 -6.0849 11.9937 -0.23 0.11 -0.16
```
Positions in Å, forces in eV/Å.

As for the total energy: -159650.0534 eV. The lowest unoccupied orbital energy comes out at 0.16 eV. Its HOMO-LUMO gap is 8.367 eV.

# 5
A cluster of 2 separate species, C5H11O in total at a distorted geometry. Source: the Open Molecules 2025 dataset; level of theory: wB97M-V/def2-TZVPD.

```
17
Properties=species:S:1:pos:R:3:forces:R:3
C -1.0355 2.3219 0.0694 -3.05 -1.43 0.83
C -2.1822 2.3635 0.7759 -0.17 -0.34 -0.50
H -0.8568 1.4314 -0.5067 0.55 -0.67 0.03
H -0.3612 3.0857 0.0012 1.50 2.25 -0.13
H -2.7795 1.4148 0.7946 0.40 1.07 -0.04
H -2.6559 3.2585 1.2427 0.76 -0.71 -0.08
C 0.0984 -1.5032 -1.2000 0.03 0.49 0.40
O -0.4877 -0.2847 -1.1278 -0.06 -0.41 -0.36
C 0.8016 -1.8313 0.1707 0.22 0.48 0.16
C 1.8183 -0.6744 0.4884 -0.80 -0.33 -0.02
H 0.8892 -1.5612 -2.0026 0.03 -0.11 0.16
H -0.6222 -2.3316 -1.4636 0.26 0.02 0.28
H 1.2669 -2.8368 0.2045 -0.04 0.30 -0.11
H -0.0058 -1.7956 0.9336 0.42 -0.10 -0.29
H 2.3384 -0.7002 1.4638 -0.31 -0.33 -0.27
H 1.1975 0.2301 0.4508 0.28 -0.07 -0.03
H 2.5765 -0.5870 -0.2951 -0.02 -0.09 -0.05
```
Positions in Å, forces in eV/Å.

As for the total energy: -7409.2670 eV. The lowest unoccupied orbital energy comes out at 4.28 eV. The relative energy (zero: lowest compared OMol25 entry of this formula, charge and spin) comes out at 109.17 kJ/mol. Its HOMO-LUMO gap is 6.836 eV. Its charge is -1.

# 6
A structure of composition C24H30MoN8OS. Source: the Open Molecules 2025 dataset; level of theory: wB97M-V/def2-TZVPD.

```
65
Properties=species:S:1:pos:R:3:forces:R:3
Mo 1.0345 -0.3643 -0.3040 -0.22 -0.39 -0.08
C -1.3737 -3.9724 0.6778 0.00 0.03 -0.03
C -0.6022 -2.7027 0.7019 -0.09 -0.09 -0.09
N -0.3524 -1.9746 -0.3370 0.13 0.03 -0.02
N -0.8159 -2.3915 -1.5610 0.01 0.03 -0.04
C -0.3770 -1.5869 -2.4680 -0.08 -0.05 -0.16
O 0.3997 -0.5547 -2.0838 0.20 -0.09 0.37
C -0.6705 -1.7243 -3.8873 -0.03 -0.04 0.04
C -1.5395 -2.7320 -4.3142 -0.01 0.00 -0.01
C -1.8180 -2.8692 -5.6605 0.01 0.01 0.01
C -1.2321 -2.0096 -6.5827 0.00 -0.01 0.01
C -0.3650 -1.0099 -6.1616 -0.01 -0.01 -0.02
C -0.0827 -0.8640 -4.8155 0.02 0.01 0.01
C -0.0836 -2.1183 1.9288 0.00 0.04 0.10
C -0.3485 -2.6263 3.1904 0.02 0.01 -0.01
C 0.1137 -1.9438 4.3015 -0.02 -0.05 0.04
C 0.8142 -0.7636 4.1174 0.05 0.07 -0.05
C 1.0526 -0.3166 2.8316 0.01 -0.04 0.05
N 0.6316 -0.9846 1.7497 -0.04 0.12 -0.16
H -1.4322 -4.3613 -0.3330 0.00 0.00 0.00
H -2.3905 -3.7971 1.0388 0.00 -0.01 0.02
H -0.9050 -4.7094 1.3285 0.00 -0.01 0.00
H -1.9897 -3.3958 -3.5896 0.00 0.00 0.01
H -2.4907 -3.6461 -5.9959 0.00 0.00 0.00
H -1.4515 -2.1232 -7.6358 0.00 0.01 0.00
H 0.0918 -0.3495 -6.8854 0.01 0.00 0.00
H 0.6021 -0.0943 -4.4869 0.00 0.00 0.01
H -0.9191 -3.5368 3.2980 -0.01 -0.01 -0.02
H -0.0799 -2.3222 5.2959 0.00 0.00 0.00
H 1.1827 -0.1895 4.9554 0.00 0.00 0.00
H 1.6010 0.5961 2.6580 -0.01 0.00 0.00
C 6.9020 0.1989 1.7389 0.03 0.00 -0.01
C 5.4826 0.2803 1.3038 -0.05 -0.02 -0.04
C 4.7398 1.4791 1.4267 0.04 0.01 0.00
C 3.4363 1.4670 1.0335 -0.10 -0.11 -0.04
N 2.8822 0.3388 0.5320 0.11 0.14 -0.01
C 3.6657 -0.7626 0.4231 0.16 -0.13 0.11
S 2.7943 -2.1028 -0.2345 -0.19 0.34 0.02
N 4.9312 -0.8249 0.8091 -0.06 0.12 -0.02
H 7.3779 1.1766 1.7602 0.00 0.00 0.00
H 7.4503 -0.4773 1.0867 0.00 0.00 0.01
H 6.9376 -0.2206 2.7477 0.00 -0.01 0.00
H 5.1924 2.3764 1.8221 0.01 -0.01 0.01
H 2.7939 2.3372 1.1054 0.00 0.00 0.00
C 1.4953 2.1753 -1.9120 0.18 -0.07 0.27
N 0.8934 3.0983 -0.9649 0.01 -0.09 0.07
C 1.5637 4.3915 -0.8016 -0.01 -0.03 -0.03
C -0.0175 2.6452 -0.0731 0.06 0.02 -0.05
N -0.0938 1.3361 0.2096 0.03 0.03 0.04
N -0.8344 3.5293 0.5206 0.00 -0.01 -0.03
C -1.6018 3.1579 1.7037 0.01 0.01 0.01
C -1.2976 4.7434 -0.1601 -0.01 -0.01 0.02
H 2.1309 2.7255 -2.6023 -0.05 0.06 0.01
H 0.7466 1.6351 -2.4788 -0.05 0.05 -0.02
H 2.1777 1.4638 -1.3951 -0.07 0.09 -0.31
H 2.6397 4.2236 -0.7389 0.02 0.02 -0.02
H 1.2377 4.8742 0.1141 0.01 -0.01 0.00
H 1.3625 5.0508 -1.6455 0.01 0.01 0.01
H -0.9458 1.1274 0.7145 -0.01 0.03 0.00
H -0.9983 2.5489 2.3746 -0.01 -0.01 0.01
H -2.5226 2.6272 1.4443 0.01 0.00 0.00
H -1.8760 4.0688 2.2307 0.01 0.00 0.01
H -0.9546 4.7541 -1.1894 -0.01 0.01 0.00
H -0.9514 5.6403 0.3528 0.00 0.00 -0.01
H -2.3875 4.7417 -0.1622 0.00 0.00 0.00
```
Positions in Å, forces in eV/Å.

As for the total energy: -52022.4485 eV. The lowest unoccupied orbital energy (alpha / beta) comes out at -6.87 / -7.12 eV. Its HOMO-LUMO gap (alpha / beta) is 6.924 / 6.677 eV. Its charge is +2.